39
Properties=species:S:1:pos:R:3 method="wB97M-V/def2-TZVPD" largest_force_ev_per_a=17.62 e_tot_ha=-1787.533236 homo_lumo_gap_ev=7.67 e_above_lowest_kcal_mol=355.32 homo_energy_ev=-7.81
O -1.937 -3.032 -0.034
C -1.926 -1.825 -0.106
N -0.914 -0.934 0.333
C -0.849 0.347 0.040
H -1.802 0.620 -0.483
H -0.682 0.817 1.040
C 0.138 0.426 -0.791
N 1.431 -0.050 -0.628
S 2.290 0.845 0.508
O 2.143 0.365 1.949
O 2.129 2.401 0.286
C 3.869 0.389 0.065
C 4.878 -0.599 0.809
C 6.086 -0.577 0.275
C 6.054 -0.155 -1.144
S 4.524 0.641 -1.261
H 6.884 -0.341 -1.694
H 6.852 -1.261 0.743
H 4.738 -0.626 1.861
C 1.252 -1.416 -0.024
H 2.175 -1.814 0.201
C 0.019 -1.553 1.014
H -0.076 -2.594 1.066
H 0.348 -1.125 1.980
H 1.075 -1.858 -1.299
H 0.529 1.633 -1.118
H -0.043 -0.091 -1.913
C -3.301 -0.993 -0.554
C -4.089 -0.323 0.353
C -5.266 0.220 0.000
C -6.147 0.192 -1.184
C -7.313 0.867 -1.004
C -7.006 1.546 0.336
O -5.872 1.006 0.785
H -7.645 2.137 0.896
H -8.110 1.206 -1.455
H -5.976 -0.545 -2.155
H -3.596 0.072 1.449
H -3.795 -1.510 -1.408

---

41
Properties=species:S:1:pos:R:3 method="wB97M-V/def2-TZVPD" largest_force_ev_per_a=0.49 charge=+3 e_tot_ha=-1651.174490 homo_lumo_gap_ev="5.57 / 6.16" e_above_lowest_kcal_mol=7.79 homo_energy_ev="-18.76 / -18.99"
Sn -0.497 -0.232 -0.229
O 0.137 1.128 3.799
C -0.282 1.028 2.681
N -0.159 -0.191 1.951
C -0.009 -1.421 2.629
C -0.674 -2.524 1.826
C -0.929 -3.755 2.381
C -1.650 -4.689 1.643
C -2.088 -4.364 0.366
C -1.759 -3.133 -0.152
N -1.051 -2.232 0.564
C -0.993 2.070 1.906
C -1.401 3.236 2.517
C -2.123 4.162 1.763
C -2.394 3.885 0.434
C -1.929 2.702 -0.124
N -1.246 1.806 0.598
H 1.076 -1.627 2.737
H -0.378 -1.367 3.657
H -0.596 -3.976 3.388
H -1.874 -5.659 2.069
H -2.665 -5.058 -0.228
H -2.040 -2.855 -1.160
H -1.155 3.409 3.556
H -2.471 5.081 2.217
H -2.971 4.567 -0.175
H -2.115 2.462 -1.163
C 4.005 3.251 -1.973
C 3.809 1.802 -1.739
N 4.654 0.858 -2.008
N 4.030 -0.298 -1.648
C 2.828 -0.103 -1.148
S 1.748 -1.326 -0.582
N 2.657 1.233 -1.193
N 1.487 1.857 -0.762
H 4.982 3.396 -2.429
H 3.975 3.810 -1.035
H 3.246 3.651 -2.647
H 4.509 -1.181 -1.777
H 1.711 2.430 0.049
H 1.162 2.474 -1.502

---

75
Properties=species:S:1:pos:R:3 method="wB97M-V/def2-TZVPD" largest_force_ev_per_a=4.58 charge=-1 e_tot_ha=-87426.826486 homo_lumo_gap_ev=7.50 homo_energy_ev=-6.68
C 2.176 0.331 -0.733
C 2.893 1.445 -1.526
C 2.291 1.788 -2.894
I 3.425 3.490 -3.645
S 2.497 0.476 -4.139
O 3.917 0.197 -4.176
O 2.062 0.983 -5.408
N 1.746 -0.925 -3.718
S 0.137 -0.823 -3.600
O -0.301 -2.064 -3.021
O -0.536 -0.655 -4.868
N -0.379 0.414 -2.490
C -1.481 0.129 -2.042
S -2.610 -0.345 -1.097
H 1.364 0.750 -0.137
H 1.792 -0.484 -1.344
H 2.918 -0.123 -0.068
H 3.957 1.283 -1.683
H 2.810 2.355 -0.918
H 1.272 2.159 -2.847
C -2.577 3.968 -3.155
Br -3.691 4.506 -1.663
Br -1.491 5.425 -3.806
Br -1.493 2.401 -2.711
H -3.241 3.681 -3.960
C -1.248 1.679 2.834
Br -2.210 3.095 3.731
Br -2.000 -0.052 3.226
Br -1.140 1.989 0.941
H -0.240 1.685 3.223
C -7.899 3.853 -1.135
Br -7.266 4.905 -2.621
Br -7.039 2.130 -1.067
Br -7.724 4.805 0.535
H -8.953 3.678 -1.293
C 6.315 -1.379 -2.665
Br 5.225 -2.481 -1.526
Br 6.662 0.331 -1.856
Br 7.948 -2.271 -3.178
H 5.745 -1.192 -3.569
C -5.528 2.334 5.617
Br -6.249 3.133 4.017
Br -6.664 2.644 7.144
Br -5.157 0.460 5.372
H -4.583 2.820 5.817
C 11.068 -3.972 -0.779
Br 11.551 -3.289 -2.517
Br 11.039 -2.573 0.549
Br 9.409 -4.951 -0.821
H 11.841 -4.669 -0.490
C 15.462 -4.802 -2.780
Br 15.338 -2.887 -2.611
Br 14.439 -5.716 -1.422
Br 14.982 -5.393 -4.551
H 16.497 -5.069 -2.625
C 4.893 -1.821 2.723
Br 3.836 -2.990 1.614
Br 6.766 -2.279 2.678
Br 4.603 0.033 2.275
H 4.553 -1.963 3.739
C -4.498 -3.471 -4.005
Br -5.636 -2.781 -2.602
Br -3.166 -2.194 -4.543
Br -3.708 -5.162 -3.510
H -5.133 -3.659 -4.859
C -11.005 3.154 7.992
Br -10.697 2.536 6.193
Br -12.882 3.428 8.343
Br -10.198 1.986 9.300
H -10.521 4.116 8.083
C -10.919 -1.552 5.269
Br -11.516 -1.179 7.063
Br -9.039 -1.178 5.059
Br -11.360 -3.349 4.727
H -11.452 -0.881 4.611

---

40
Properties=species:S:1:pos:R:3 method="wB97M-V/def2-TZVPD" largest_force_ev_per_a=3.89 smiles="NC[C@H]1CC[C@@H](n2c(I)c(Cl)c3c(Cl)cc(C(N)=O)nc32)CC1" e_tot_ha=-2094.111386 homo_lumo_gap_ev=7.93 e_above_lowest_kcal_mol=17.85 homo_energy_ev=-8.59
N 4.421 -1.510 2.247
C 3.573 -0.495 2.886
C 2.344 -0.434 2.009
C 1.158 0.481 2.427
C -0.037 0.375 1.477
C 0.398 0.237 0.015
N -0.612 1.109 -0.699
C -0.830 2.490 -0.567
I 0.403 4.190 0.248
C -1.922 2.805 -1.262
Cl -2.619 4.380 -1.351
C -2.612 1.610 -1.640
C -3.923 1.286 -2.015
Cl -5.307 2.322 -1.865
C -4.131 -0.015 -2.467
C -3.111 -0.933 -2.270
C -3.380 -2.419 -2.679
N -2.390 -3.308 -2.282
O -4.398 -2.897 -3.192
N -1.914 -0.605 -1.713
C -1.670 0.613 -1.391
C 1.790 0.481 -0.358
C 2.800 -0.203 0.592
H 5.041 -1.886 2.909
H 4.916 -1.100 1.469
H 4.096 0.427 3.078
H 3.307 -0.857 3.902
H 1.868 -1.419 1.903
H 1.493 1.567 2.369
H 0.851 0.313 3.463
H -0.608 1.278 1.666
H -0.670 -0.527 1.662
H 0.153 -0.841 -0.162
H -5.135 -0.325 -2.783
H -2.529 -4.225 -2.575
H -1.491 -2.959 -1.957
H 2.016 0.113 -1.357
H 1.945 1.572 -0.465
H 3.666 0.445 0.571
H 3.049 -1.138 0.160